# C22H50Br4O6

9 unconnected molecules or ions with the total composition C22H50Br4O6 at a distorted geometry (ωB97M-V with the def2-TZVPD basis set, the Open Molecules 2025 dataset).

Geometry as XYZ:
```
82
Properties=species:S:1:pos:R:3:forces:R:3
Br 3.24529 -2.59834 3.16973 -0.36 0.55 0.26
C 2.58634 -1.08355 4.24180 -1.50 -0.31 1.10
C 1.82159 -1.62442 5.50122 1.19 0.40 0.13
Br 1.16849 -0.07019 6.61167 0.48 -0.91 -0.71
H 1.84423 -0.47600 3.72387 0.44 -0.20 -0.66
H 3.45281 -0.47430 4.49896 -0.19 -0.20 0.10
H 2.53238 -2.19647 6.09758 -0.12 0.28 0.31
H 0.95663 -2.27358 5.36513 0.06 0.42 -0.61
Br 1.72809 2.72596 -5.21205 0.42 0.12 -0.11
C 3.21320 3.56072 -4.25832 -0.04 0.58 0.68
C 4.49234 2.79695 -4.39271 0.43 -1.31 -0.30
Br 5.94624 3.49835 -3.24197 -0.71 -0.14 -0.49
H 2.86771 3.56814 -3.22455 0.18 0.05 -0.08
H 3.35653 4.59228 -4.57993 -0.34 -0.13 -0.19
H 4.86720 2.70888 -5.41243 0.07 0.67 0.04
H 4.35904 1.74912 -4.12367 -0.03 0.15 0.48
C 0.25043 5.34819 2.32827 -0.60 0.60 0.43
C -0.54667 6.49202 2.11599 1.01 -0.75 -1.02
C -1.79214 6.35503 1.52549 -0.79 -0.02 0.42
C -2.37312 5.09625 1.36670 1.32 0.02 -0.75
C -1.55295 4.00051 1.58588 -1.01 -0.95 0.63
C -0.29656 4.08892 2.14632 0.45 0.64 -0.28
H 1.28742 5.43605 2.61695 0.00 0.15 0.33
H -0.09284 7.46817 2.20292 -0.05 0.11 0.12
H -2.33013 7.22092 1.16882 -0.10 0.23 0.29
H -3.33632 4.92301 0.90992 -0.11 0.28 0.05
H -1.95221 3.01839 1.37984 -0.12 -0.18 0.03
H 0.28175 3.21711 2.41445 0.01 -0.16 -0.26
C 1.81684 -5.82538 -2.26608 1.69 -0.97 -0.46
C 1.19719 -5.32177 -1.00923 0.93 0.16 -0.07
O -0.03460 -4.82886 -1.36352 -2.39 0.92 0.51
H 1.80078 -5.09693 -3.07678 0.06 0.22 0.28
H 1.39808 -6.73842 -2.68926 -0.63 -0.05 0.30
H 2.84335 -6.13350 -2.06747 0.35 0.23 -0.14
H 1.73509 -4.47081 -0.59138 0.26 0.12 -0.25
H 1.20384 -6.03424 -0.18434 -0.33 -0.46 -0.07
H -0.62330 -5.53909 -1.62926 0.03 -0.10 -0.05
C -4.86681 0.52015 -1.07288 -1.48 -0.33 -0.12
C -5.79851 0.58708 0.14475 1.82 -1.03 0.23
O -5.83362 1.91063 0.54966 -0.83 1.16 0.34
H -5.49753 0.92580 -1.86393 0.27 -0.23 -0.64
H -4.61929 -0.52160 -1.27683 0.30 0.18 -0.35
H -4.01408 1.19653 -1.01385 0.11 -0.41 0.45
H -5.36736 0.00817 0.96150 -0.09 -0.03 0.17
H -6.80289 0.20431 -0.03634 -0.03 -0.21 -0.28
H -6.28865 2.30372 -0.19869 -0.03 0.90 0.18
C -3.12246 -5.46433 3.57798 0.00 -0.94 -0.45
C -2.83514 -4.02730 3.35604 -0.16 1.35 0.59
O -1.61256 -3.76618 2.70161 0.38 0.04 0.04
H -3.42793 -5.93861 2.64533 -0.21 -0.13 -0.05
H -3.90201 -5.61434 4.32490 0.02 -0.03 -0.05
H -2.21001 -5.97919 3.87874 -0.02 0.03 0.30
H -2.78432 -3.52525 4.32221 0.41 0.02 0.13
H -3.64305 -3.47998 2.87042 -0.29 -0.26 -0.40
H -1.55614 -4.27504 1.88953 -0.10 -0.05 -0.13
C 1.54083 -0.04365 -0.84572 0.27 1.02 0.38
C 0.06883 0.29284 -0.84988 -0.06 -1.01 -0.82
O -0.56046 -0.52857 -1.84926 -0.31 0.25 0.19
H 1.74740 -1.06195 -0.51636 -0.09 -0.01 -0.01
H 2.00889 0.65837 -0.15565 0.39 -0.14 0.20
H 1.98998 0.13261 -1.82311 -0.11 -0.13 -0.07
H -0.13518 1.32658 -1.12892 0.08 -0.04 0.13
H -0.37822 0.04798 0.11359 -0.05 0.35 0.21
H -0.44497 -1.41983 -1.51174 -0.15 -0.33 -0.26
C 6.03138 2.04377 2.08499 1.04 -0.45 -0.27
C 5.26489 3.22382 2.50512 0.16 1.04 1.02
O 4.53836 2.95497 3.70215 -1.21 -0.26 -0.24
H 6.65937 2.34050 1.24495 0.12 -0.20 -0.16
H 5.43573 1.17936 1.79154 -0.02 0.03 0.23
H 6.68753 1.84545 2.93249 0.13 -0.70 -0.18
H 4.65289 3.59914 1.68495 -0.57 0.07 0.42
H 5.97526 4.00124 2.78635 0.12 0.34 -0.51
H 5.01854 3.21296 4.49239 0.19 0.11 -0.30
C -3.35875 -2.66408 -5.76779 -0.13 -0.42 0.37
C -3.28952 -1.20144 -6.18057 0.57 -1.24 0.18
O -3.33380 -0.33332 -5.07752 -0.82 0.68 -0.11
H -3.32164 -3.31002 -6.64499 0.05 -0.05 -0.04
H -4.26539 -2.90397 -5.21230 -0.31 0.24 -0.20
H -2.57500 -2.97372 -5.07644 0.43 0.20 -0.17
H -4.12470 -1.05521 -6.86554 -0.14 0.69 0.33
H -2.37926 -1.06237 -6.76384 0.17 0.20 -0.11
H -2.59268 -0.44513 -4.47765 0.21 -0.29 -0.17
```
Forces are in eV/Å.

electronic energy: -316076.8155 eV
E_LUMO: 0.3 eV
strongest force on any atom: 0.05067 Eh/bohr
Kohn-Sham gap: 0.346 Eh

Atom charges from the Löwdin analysis, given in e for atoms 1 to 6: 0.57 -0.67 -0.63 0.54 0.05 0.05